15
Properties=species:S:1:pos:R:3:forces:R:3 method="wB97M-V/def2-TZVPD" total_charge=+1 homo_lumo_gap_ev="4.9 / 9.8" e_homo_ha="-0.449 / -0.528"
C -2.798676 0.028198 0.329944 4.99 2.12 2.41
C -0.652444 -0.726053 -0.571734 0.83 0.13 -1.06
C 0.198736 0.396241 -0.151623 -0.95 0.09 -0.11
C 3.349867 -0.580177 -0.146758 0.16 -0.37 -0.41
N -2.017675 -0.519682 -0.446342 -1.79 -1.16 -1.83
N -0.356592 1.418093 0.351921 6.76 -0.08 -0.39
H -3.791933 0.134453 0.283408 -3.84 -0.38 -0.61
H -2.322131 0.663666 1.171757 -1.28 -0.92 -0.34
H -0.335927 -1.132898 -1.534176 -0.24 0.40 -0.26
H -0.408280 -1.506686 0.070962 0.69 -1.77 1.42
H 2.297151 -0.781636 -0.169378 -0.14 0.20 0.49
H 3.956195 -1.212771 -0.750676 0.30 -0.39 -0.44
H 3.871078 0.233922 0.303505 -0.31 0.50 0.45
H -1.266521 1.507385 0.489911 -5.13 0.85 0.55
H 0.277158 2.077942 0.769285 -0.04 0.79 0.14